# 1
C14H42O7S3 | ωB97M-V/def2-TZVPD

Values from the calculation:
- frontier orbital gap (eV) = 8.301
- total charge = 0

Bonds (Å) are listed after each position.
Positions of all 66 atoms, in Å:
1 C -4.521 -0.650 0.899  C2 1.561, H4 0.975, H5 1.127, H6 1.126
2 C -5.331 0.463 0.162  C1 1.561, O3 1.444, H7 1.162, H8 1.056
3 O -5.250 1.682 0.931  C2 1.444, H9 0.897
4 H -3.718 -0.273 1.304  C1 0.975
5 H -4.084 -1.466 0.256  C1 1.127
6 H -5.269 -1.191 1.543  C1 1.126
7 H -6.409 0.073 -0.029  C2 1.162
8 H -4.705 0.807 -0.616  C2 1.056
9 H -5.543 2.357 0.418  O3 0.897
10 C -0.636 5.145 2.317  C11 1.517, H13 1.192, H14 1.159, H15 1.197
11 C -2.097 5.026 2.709  C10 1.517, O12 1.510, H16 1.094, H17 1.071
12 O -2.905 5.820 1.711  C11 1.510, H18 0.988
13 H -0.056 4.187 2.726  C10 1.192
14 H -0.178 6.138 2.702  C10 1.159
15 H -0.647 4.930 1.140  C10 1.197
16 H -2.297 5.482 3.683  C11 1.094
17 H -2.590 4.084 2.580  C11 1.071
18 H -3.885 5.860 1.829  O12 0.988
19 C 4.539 0.872 -2.790  C20 1.416, H22 1.212, H23 0.951, H24 1.050
20 C 3.185 1.265 -2.656  C19 1.416, O21 1.430, H25 1.035, H26 1.134
21 O 3.286 2.308 -1.683  C20 1.430, H27 0.987
22 H 4.883 0.199 -1.843  C19 1.212
23 H 5.329 1.381 -2.933  C19 0.951
24 H 4.633 0.076 -3.468  C19 1.050
25 H 2.395 0.709 -2.284  C20 1.035
26 H 2.795 1.804 -3.574  C20 1.134
27 H 2.367 2.622 -1.506  O21 0.987
28 C 2.055 -3.798 -2.781  C29 1.485, H31 1.052, H32 1.170, H33 1.032
29 C 0.882 -2.895 -2.899  C28 1.485, O30 1.443, H34 1.170, H35 1.208
30 O 1.328 -1.642 -3.458  C29 1.443, H36 0.945
31 H 2.115 -4.302 -3.702  C28 1.052
32 H 2.006 -4.687 -2.022  C28 1.170
33 H 2.901 -3.217 -2.677  C28 1.032
34 H 0.370 -2.476 -1.934  C29 1.170
35 H 0.066 -3.331 -3.676  C29 1.208
36 H 0.975 -1.586 -4.333  O30 0.945
37 C -0.312 0.171 -0.937  S38 1.790, H41 1.101, H42 1.133, H43 0.961
38 S -0.224 1.803 -0.208  C37 1.790, O39 1.495, C40 1.808
39 O 0.645 2.541 -1.175  S38 1.495
40 C -1.920 2.334 -0.543  S38 1.808, H44 1.118, H45 1.207, H46 1.077
41 H -1.002 -0.433 -0.327  C37 1.101
42 H 0.716 -0.211 -0.652  C37 1.133
43 H -0.715 0.228 -1.808  C37 0.961
44 H -1.977 3.316 -0.011  C40 1.118
45 H -2.583 1.448 -0.062  C40 1.207
46 H -2.141 2.259 -1.594  C40 1.077
47 C -0.252 -4.978 0.913  S48 1.786, H51 0.986, H52 1.217, H53 1.165
48 S -0.055 -3.995 2.391  C47 1.786, O49 1.457, C50 1.801
49 O 1.294 -3.445 2.434  S48 1.457
50 C -1.156 -2.625 1.996  S48 1.801, H54 1.035, H55 1.010, H56 1.276
51 H -0.276 -4.531 0.035  C47 0.986
52 H -1.356 -5.239 1.353  C47 1.217
53 H 0.629 -5.739 0.952  C47 1.165
54 H -1.079 -2.391 0.991  C50 1.035
55 H -1.056 -1.815 2.591  C50 1.010
56 H -2.301 -3.090 2.315  C50 1.276
57 C 3.442 -1.336 0.536  S58 1.814, H61 1.101, H62 1.135, H63 0.949
58 S 3.370 -1.318 2.348  C57 1.814, O59 1.562, C60 1.691
59 O 4.596 -0.459 2.795  S58 1.562
60 C 2.063 -0.245 2.356  S58 1.691, H64 0.947, H65 1.180, H66 1.105
61 H 3.552 -0.348 0.062  C57 1.101
62 H 2.549 -1.867 0.078  C57 1.135
63 H 4.172 -1.811 0.158  C57 0.949
64 H 1.310 -0.812 2.266  C60 0.947
65 H 2.007 0.456 1.408  C60 1.180
66 H 2.085 0.363 3.278  C60 1.105

# 2
C4H9N2S | ωB97M-V/def2-TZVPD

Values from the calculation:
- 2S+1 = 3
- frontier orbital gap (spin up / spin down) (eV) = 6.330 / 6.669
- <S²> = 2.0060
- total charge = +1

Bonds (Å) are listed after each position.
Positions of all 16 atoms, in Å:
1 C -0.420 2.643 -0.058  C2 1.286, H8 1.002, H16 1.077
2 C -0.272 1.617 -0.818  C1 1.286, C3 1.289
3 C 0.016 0.436 -1.248  C2 1.289, N5 1.444, H9 1.055
4 C 0.530 -1.458 1.263  N6 1.330, S7 1.589, H10 1.036
5 N -1.018 -0.487 -1.649  C3 1.444, H11 1.128, H12 1.115, H15 1.007
6 N 1.405 -1.853 2.184  C4 1.330, H13 1.044, H14 1.022
7 S -0.418 -2.478 0.497  C4 1.589
8 H -0.445 3.615 -0.298  C1 1.002
9 H 0.947 0.306 -1.728  C3 1.055
10 H 0.332 -0.442 1.229  C4 1.036
11 H -1.007 -0.688 -2.760  N5 1.128
12 H -0.865 -1.416 -1.052  N5 1.115
13 H 1.879 -1.108 2.743  N6 1.044
14 H 1.787 -2.771 2.418  N6 1.022
15 H -1.900 -0.112 -1.341  N5 1.007
16 H -0.564 2.477 0.997  C1 1.077

> Among the records above, which one has the lowest total charge?

C14H42O7S3

> Among the records above, which one has the lowest total charge?

C14H42O7S3